[1]
81
Properties=species:S:1:pos:R:3 method="wB97M-V/def2-TZVPD" charge=+1 homo_lumo_gap_ev=7.092 multiplicity=1 energy_ev=-130226.6198 e_lumo_ev=-4.61
C -1.81029 1.27324 0.33345
C -1.34145 -0.00738 -0.40422
C 0.07197 -0.13722 -0.81945
C 1.21177 0.90910 -0.54147
O 1.56394 1.25299 0.54990
O 1.84312 1.38523 -1.67199
C 0.49253 -1.34083 -1.57105
C -0.50935 -2.34578 -1.81358
N -1.80442 -2.19082 -1.40707
C -2.29087 -1.08485 -0.72359
P -4.12168 -1.12480 -0.34693
C -4.55332 -0.20858 1.21768
C -5.04453 -0.35516 -1.78456
H -0.92618 1.94854 0.48218
H -2.21477 1.07308 1.36194
H -2.56617 1.81988 -0.29344
H 1.22185 1.26587 -2.42151
H 1.54125 -1.46581 -1.93572
H -0.21752 -3.26579 -2.36337
H -2.45894 -2.95116 -1.62789
H -5.66652 -0.33382 1.35127
H -4.37357 0.89849 1.17256
H -4.05503 -0.68517 2.09717
H -5.28639 0.71491 -1.54474
H -5.95879 -0.93004 -2.08003
H -4.31575 -0.30725 -2.64621
C 2.20215 -1.43310 2.83070
C 3.49479 -0.91137 2.26166
O 4.49721 -1.31064 3.19705
S 4.06315 -2.71883 3.86596
O 4.72890 -3.76997 3.17693
O 4.10959 -2.57683 5.27836
O 2.51607 -2.70838 3.39247
H 1.83485 -0.79067 3.63175
H 1.43325 -1.53375 2.06559
H 3.48706 0.16792 2.14152
H 3.72411 -1.38158 1.30009
C 4.57875 2.85019 0.44092
C 5.88374 3.37267 -0.13017
O 6.88415 2.97286 0.80839
S 6.45235 1.56837 1.48146
O 7.11720 0.51836 0.79270
O 6.49624 1.71426 2.89340
O 4.89978 1.57840 1.00609
H 4.20984 3.49733 1.24117
H 3.80908 2.74353 -0.32153
H 5.88085 4.45418 -0.25207
H 6.11289 2.89983 -1.08898
C 1.03213 3.71364 4.19055
C 1.89527 2.67549 4.88001
O 0.96843 1.72030 5.40506
S -0.31007 1.62544 4.42851
O -0.13728 0.50939 3.55291
O -1.48436 1.81248 5.20403
O -0.02763 2.97017 3.57899
H 0.59085 4.40533 4.91190
H 1.58456 4.27738 3.44065
H 2.50231 3.10052 5.67661
H 2.54360 2.16077 4.16525
C -7.32072 -5.11798 0.48507
C -6.54035 -4.82017 -0.78056
O -7.30791 -3.82165 -1.45832
S -8.05070 -2.89300 -0.36523
O -7.26881 -1.71455 -0.17253
O -9.43284 -2.84858 -0.67683
O -7.83414 -3.85273 0.91201
H -8.16679 -5.77888 0.28319
H -6.69635 -5.55720 1.26123
H -6.41395 -5.69994 -1.40870
H -5.55959 -4.39416 -0.54933
C 3.33236 1.58913 -6.47156
C 2.14057 1.62597 -7.40765
O 1.18250 0.74114 -6.81344
S 1.33563 0.79457 -5.21400
O 0.35669 1.69314 -4.69280
O 1.48258 -0.53654 -4.72702
O 2.76822 1.52706 -5.15529
H 3.93252 0.68994 -6.62788
H 3.96559 2.46834 -6.57430
H 2.39196 1.30094 -8.41495
H 1.69882 2.62460 -7.44839

[2]
73
Properties=species:S:1:pos:R:3 method="wB97M-V/def2-TZVPD" relative_energy_kcal_mol=0.00 charge=-1 homo_lumo_gap_ev=5.401 multiplicity=1 energy_ev=-117931.3730 e_lumo_ev=2.66
Pd 1.45438 1.03694 -0.54684
C 4.99151 1.19162 -0.43060
O 4.42076 -0.06073 -0.77749
C 3.34649 -0.01486 -1.61751
C 3.09767 1.00516 -2.54504
C 2.09499 0.83555 -3.51212
Br 1.91458 2.14832 -4.87105
C 1.21370 -0.21135 -3.45357
C 1.34713 -1.13737 -2.40496
C 2.47674 -1.12343 -1.56819
O 2.77472 -2.13721 -0.73192
C 0.26171 -2.05296 -2.07059
N 0.40563 -3.25597 -1.55539
C -0.87654 -3.66285 -1.23290
C -1.31903 -4.84607 -0.64845
C -2.67349 -4.98240 -0.40225
C -3.57754 -3.96380 -0.72976
C -3.15467 -2.78559 -1.32147
C -1.79378 -2.65358 -1.57103
N -1.03974 -1.64368 -2.13381
H 5.56186 1.61206 -1.26545
H 5.65096 1.00342 0.41139
H 4.21405 1.89100 -0.11304
H 3.75869 1.85635 -2.60622
H 0.37528 -0.27573 -4.13234
H 2.09147 -2.82986 -0.85788
H -0.61367 -5.62529 -0.38973
H -3.04480 -5.88955 0.05792
H -4.62995 -4.10009 -0.51474
H -3.85713 -2.00226 -1.57105
H -1.28712 -0.64890 -2.17613
C -3.15659 3.86352 0.62999
C -2.56657 2.50279 0.29993
C -3.16424 1.44081 1.22275
O -1.15665 2.53203 0.52759
B -0.48030 1.69157 -0.39333
O -1.48774 1.28314 -1.34283
C -2.65167 2.10281 -1.19503
C -2.49727 3.29669 -2.13571
C -3.88436 1.30331 -1.57931
H -3.05305 4.05336 1.69956
H -4.21987 3.90212 0.37598
H -2.63592 4.65550 0.09507
H -2.88285 1.68079 2.24932
H -2.75956 0.45567 0.98350
H -4.25473 1.40411 1.16102
H -1.62469 3.88818 -1.85763
H -3.38259 3.93698 -2.13343
H -2.33822 2.92124 -3.14758
H -3.93789 0.36973 -1.02234
H -3.84721 1.06624 -2.64443
H -4.79775 1.87395 -1.39121
C 1.42987 2.29793 2.83870
N 1.49549 0.84690 2.92778
C 0.24312 0.13169 3.10392
C 0.26741 -1.18871 2.36859
C 1.50713 -1.95437 2.77659
N 2.68345 -1.13694 2.57101
C 3.94725 -1.82376 2.48366
C 2.68875 0.23707 2.68723
O 3.73386 0.87893 2.56218
H 0.51859 2.61854 3.34660
H 1.35113 2.59404 1.78748
H 2.29341 2.75457 3.31434
H -0.55631 0.76016 2.70712
H 0.04680 -0.03209 4.17400
H 0.30248 -0.97339 1.29640
H -0.63241 -1.76951 2.58478
H 1.61718 -2.85304 2.16859
H 1.43062 -2.28069 3.82746
H 3.83641 -2.68572 1.82302
H 4.29834 -2.16929 3.46581
H 4.69232 -1.15375 2.06506